Run A
Below is 9 unconnected molecules or ions with the total composition C16H38Br8N4O9, with properties calculated with ωB97M-V with the def2-TZVPD basis set.

The value obtained for the gap between HOMO and LUMO is 9.6 eV. The molecular weight is 1069.73 g mol⁻¹. As for the total charge: 0. The SMILES is C[N+](=O)[O-].C[N+](=O)[O-].C[N+](=O)[O-].C[N+](=O)[O-].BrCCBr.BrCCBr.BrCCBr.BrCCBr.CCOCC.

Each line ends with the Löwdin charge.
Element x y z (Å)
C: -1.65661 -5.78268 4.38416  0.03
N: -0.81820 -4.88321 3.56667  -0.45
O: -1.33251 -4.46496 2.51755  0.04
O: 0.22626 -4.52246 4.05269  0.07
H: -2.52429 -5.16980 4.62832  0.11
H: -1.13102 -6.16441 5.25945  0.10
H: -1.94237 -6.67507 3.82732  0.10
C: -1.17701 0.34354 0.51801  0.05
N: -0.76517 1.36216 -0.50800  -0.44
O: -0.64013 2.52562 -0.19891  0.07
O: -0.70222 0.93386 -1.65046  0.04
H: -2.07733 -0.12012 0.11484  0.10
H: -1.43676 0.85652 1.44401  0.09
H: -0.47804 -0.48447 0.63608  0.10
C: -2.24867 5.52334 -4.44694  0.05
N: -3.20259 6.13919 -3.44709  -0.42
O: -2.70954 6.75589 -2.49397  0.04
O: -4.38347 5.82893 -3.52007  0.06
H: -1.80661 4.57899 -4.12931  0.10
H: -1.51931 6.29388 -4.69673  0.09
H: -2.91108 5.25096 -5.26860  0.09
C: 5.36129 -1.50204 2.42457  0.05
N: 4.67412 -0.22513 2.02698  -0.46
O: 5.18012 0.79236 2.55470  0.02
O: 3.76820 -0.20738 1.27794  0.09
H: 5.52248 -1.98881 1.46271  0.10
H: 4.67608 -2.03463 3.08406  0.10
H: 6.23142 -1.32135 3.05571  0.10
Br: -5.29943 4.02790 1.39173  0.55
C: -4.52012 5.65449 2.22647  -0.65
C: -5.30993 6.92109 1.88155  -0.63
Br: -7.17011 6.91340 2.63525  0.54
H: -3.44689 5.62704 2.03802  0.06
H: -4.60681 5.53943 3.30691  0.04
H: -5.44630 6.94968 0.80049  0.04
H: -4.82148 7.82905 2.23526  0.06
Br: 3.96815 -0.02036 -5.28435  0.58
C: 4.63874 -1.36833 -3.94299  -0.63
C: 3.37106 -1.95468 -3.38509  -0.74
Br: 3.71521 -3.35847 -2.05237  0.58
H: 5.15397 -0.85274 -3.13255  0.06
H: 5.33932 -2.09484 -4.35468  0.06
H: 2.75223 -2.41932 -4.15273  0.04
H: 2.69069 -1.29244 -2.84971  0.05
Br: 1.31668 6.23167 2.66153  0.56
C: 2.40934 7.24278 1.36767  -0.68
C: 1.56414 7.85726 0.23392  -0.70
Br: 0.42926 9.23782 0.97112  0.60
H: 2.97687 6.40943 0.95351  0.04
H: 3.12580 7.90174 1.85814  0.06
H: 0.93752 7.12064 -0.26890  0.05
H: 2.21047 8.26291 -0.54441  0.06
Br: -1.48576 1.52360 5.99409  0.62
C: 0.22777 1.77781 6.86777  -0.72
C: 1.33140 1.03149 6.12004  -0.66
Br: 3.07765 1.07082 7.11798  0.56
H: 0.06634 1.62349 7.93465  0.05
H: 0.40228 2.85373 6.86108  0.05
H: 1.43430 1.41937 5.10660  0.06
H: 1.00156 0.01320 5.91416  0.04
C: -0.57933 -9.47575 -4.91817  -0.10
C: 0.01558 -8.17568 -4.61397  -0.33
O: -1.09975 -7.39431 -4.27555  -0.15
C: -0.73609 -6.15813 -3.71570  -0.32
C: -1.93993 -5.29058 -3.56478  -0.07
H: 0.12060 -10.20455 -5.32688  0.08
H: -1.03903 -9.77556 -3.97642  0.09
H: -1.33814 -9.39483 -5.69646  0.08
H: 0.67950 -8.28513 -3.75647  0.12
H: 0.55959 -7.81653 -5.48758  0.12
H: -0.22438 -6.32516 -2.76788  0.11
H: 0.05389 -5.68841 -4.30171  0.11
H: -2.21390 -5.05002 -4.59199  0.08
H: -1.72381 -4.44263 -2.91488  0.08
H: -2.74541 -5.83995 -3.07745  0.08

Run B
Below is a molecular structure, C16H38Br8N4O9, with properties calculated with ωB97M-V with the def2-TZVPD basis set.

The value obtained for the gap between HOMO and LUMO is 7.6 eV. The molecular weight is 1069.73 g mol⁻¹. As for the total charge: 0.

Each line ends with the Löwdin charge.
Element x y z (Å)
C: -0.94286 -5.38656 -0.45810  0.09
N: 0.31767 -4.91052 0.15397  -0.42
O: 1.32156 -5.52681 0.02639  0.11
O: 0.36837 -3.78967 0.56610  -0.08
H: -1.73870 -4.72975 -0.10690  0.07
H: -1.26431 -6.32596 -0.00833  0.11
H: -0.56185 -5.37004 -1.47921  0.12
C: -0.96617 -0.52469 -2.77053  0.04
N: 0.34151 -0.07168 -3.35274  -0.33
O: 0.53177 -0.26702 -4.55298  0.11
O: 1.10021 0.46977 -2.55191  -0.05
H: -0.85191 -1.57481 -2.50164  0.12
H: -1.70222 -0.42949 -3.56882  0.07
H: -1.26103 0.09430 -1.92318  0.04
C: -1.82702 -2.71332 2.93645  0.06
N: -2.60006 -2.37194 1.66644  -0.39
O: -2.78672 -1.22952 1.31455  -0.34
O: -3.10430 -3.31282 1.12783  0.07
H: -2.32360 -2.28148 3.80537  0.10
H: -0.82359 -2.38414 2.66652  0.05
H: -1.76013 -3.77361 3.18017  0.10
C: 1.90848 1.65752 0.26125  -0.28
N: 2.05591 2.59227 -0.94103  -0.36
O: 1.88066 3.76719 -0.77432  -0.02
O: 2.48357 2.11429 -1.98674  0.01
H: 2.96076 1.56556 0.53023  -0.05
H: 1.43201 0.77070 -0.15663  0.03
H: 1.31014 2.21235 0.98392  -0.18
Br: 0.55570 3.51202 1.45517  1.11
C: -0.51665 5.18259 1.43479  -0.54
C: -1.30381 5.36837 0.16780  -0.59
Br: -0.21715 6.68611 -0.88854  0.60
H: -0.00217 6.11249 1.67706  0.04
H: -1.21944 5.08147 2.26181  0.06
H: -2.24982 5.85976 0.39520  0.06
H: -1.39753 4.46012 -0.42750  0.04
Br: -0.20250 0.21405 4.35363  0.65
C: 1.78865 0.57964 4.12417  -0.55
C: 2.21599 0.56374 2.63823  -0.68
Br: 4.10980 0.90287 2.57518  0.75
H: 2.35514 -0.15956 4.69054  0.05
H: 1.80812 1.52359 4.66886  0.04
H: 1.73157 1.31771 2.01779  -0.03
H: 1.97950 -0.39318 2.17293  0.06
Br: -4.28319 0.97869 -3.75296  0.58
C: -4.41436 0.69717 -1.75762  -0.62
C: -3.10297 0.75521 -1.02791  -0.56
Br: -3.55593 0.58449 0.87019  1.07
H: -4.94111 -0.25616 -1.71519  0.05
H: -5.03552 1.49096 -1.34271  0.05
H: -2.64134 1.74052 -1.09239  0.09
H: -2.42164 -0.03368 -1.34660  0.02
Br: 4.55269 -1.23051 -4.74465  0.63
C: 3.75258 -1.54323 -2.98084  -0.64
C: 3.48055 -0.24255 -2.27274  -0.57
Br: 3.45112 -0.27160 -0.32777  0.98
H: 4.50179 -2.01373 -2.34411  0.05
H: 2.84246 -2.12401 -3.13080  0.05
H: 2.53757 0.25205 -2.50570  -0.03
H: 4.15648 0.55854 -2.57185  0.06
C: 1.09444 -1.76036 -0.52695  -0.09
C: 0.06699 -1.68331 0.69101  -0.25
O: -0.08193 -0.39260 1.23279  -0.19
C: -0.75264 0.53607 0.42791  -0.37
C: -0.95758 1.72751 1.28620  -0.33
H: 2.01950 -1.27439 -0.21681  -0.15
H: 1.36790 -2.78271 -0.78792  0.09
H: 0.78964 -1.19640 -1.40851  0.03
H: -0.86747 -2.17071 0.41297  0.09
H: 0.33746 -2.47769 1.38665  0.08
H: -0.11330 0.84051 -0.40074  0.10
H: -1.72899 0.16632 0.11466  -0.03
H: -1.59080 1.58057 2.16116  0.04
H: -1.41932 2.44385 0.60668  0.05
H: 0.02337 2.01928 1.66131  -0.16

Stability comparison, relative energies in kcal/mol: run A 0.0; run B 411.7

Run A
Below is 2 unconnected molecules or ions with the total composition CH6NO2, with properties calculated with ωB97M-V with the def2-TZVPD basis set.

The value obtained for the gap between HOMO and LUMO is 7.8 eV. The molecular weight is 64.06 g mol⁻¹. As for the total charge: -1.

Each line ends with the Löwdin charge.
Element x y z (Å)
N: -0.53054 -1.41044 -0.61418  -0.06
C: 0.30001 -0.67780 0.51889  -0.55
O: 1.15328 0.34080 0.34087  -0.30
H: -0.04754 -2.20015 -0.99164  -0.01
H: -0.71161 -0.67452 -1.34719  0.04
H: 0.70902 -1.61405 0.98595  0.06
H: -0.44161 -0.54701 1.32420  0.06
H: 0.40590 1.67536 0.05444  -0.07
H: -0.91025 2.52078 -0.14256  0.01
O: 0.07333 2.58704 -0.12878  -0.16

Run B
Below is 2 unconnected molecules or ions with the total composition CH6NO2, with properties calculated with ωB97M-V with the def2-TZVPD basis set.

The value obtained for the gap between HOMO and LUMO is 7.8 eV. The molecular weight is 64.06 g mol⁻¹. As for the total charge: -1.

Each line ends with the Löwdin charge.
Element x y z (Å)
N: -0.74250 -1.23378 0.11272  -0.03
C: -0.99810 0.19694 0.49834  -0.56
O: 0.13440 0.90721 0.61369  -0.31
H: 0.14724 -1.18259 -0.36389  0.02
H: -1.48523 -1.52650 -0.51965  0.02
H: -1.56364 0.16501 1.45700  0.06
H: -1.73485 0.63420 -0.23589  0.07
H: 1.39381 0.58331 -0.06906  -0.01
H: 2.60897 1.17215 -0.81705  -0.02
O: 2.23990 0.28406 -0.67622  -0.23

Stability comparison, relative energies in kcal/mol: run A 7.6; run B 0.0

Run A
Below is C5H6Cl2O in the gas phase, with properties calculated with ωB97M-V with the def2-TZVPD basis set.

The value obtained for the gap between HOMO and LUMO is 9.3 eV. The molecular weight is 153.01 g mol⁻¹. As for the total charge: 0. The SMILES is CC(=O)/C(Cl)=C(/C)Cl.

Each line ends with the Löwdin charge.
Element x y z (Å)
C: -0.81489 -2.30660 -0.13081  -0.16
C: -0.64660 -0.70269 -0.11201  -0.77
C: 0.56356 -0.24734 -0.04162  -0.51
C: 1.04867 1.09268 -0.13677  -0.45
C: 0.36106 2.26194 0.45008  -0.07
H: -1.86212 -2.22999 0.38796  0.06
H: 0.12251 -2.74592 0.58003  0.08
H: -0.88237 -3.00180 -1.08977  0.11
H: -0.69482 2.06975 1.11393  0.12
H: 0.01051 3.09086 -0.49649  0.18
H: 0.97748 2.76902 1.17394  0.06
O: 1.91704 1.34077 -1.10966  -0.02
Cl: -2.07411 0.12907 -0.46368  0.75
Cl: 1.97407 -1.51974 -0.12513  0.61

Run B
Below is C5H6Cl2O in the gas phase, with properties calculated with ωB97M-V with the def2-TZVPD basis set.

The value obtained for the gap between HOMO and LUMO is 9.0 eV. The molecular weight is 153.01 g mol⁻¹. As for the total charge: 0. The SMILES is C/C(Cl)=C/O/C=C\Cl.

Each line ends with the Löwdin charge.
Element x y z (Å)
C: 2.55483 -0.47908 -0.90945  -0.17
C: 1.59292 -0.04894 0.14052  -0.92
C: 0.28031 0.11052 -0.21485  -0.21
C: -1.86838 0.26456 0.32628  -0.23
C: -2.98434 0.58282 0.91894  -0.48
H: 2.15933 -0.10523 -2.01122  0.12
H: 3.55522 -0.00443 -0.76773  0.06
H: 2.74280 -1.67133 -1.09949  0.12
H: -0.10486 -0.16535 -1.21203  0.13
H: -2.11369 -0.41224 -0.61004  0.16
H: -4.03433 0.32808 0.40341  0.11
O: -0.54536 0.50187 0.76848  -0.06
Cl: 2.08721 -0.04458 1.62284  0.87
Cl: -3.32165 1.14333 2.64434  0.49

Stability comparison, relative energies in kcal/mol: run A 7.6; run B 0.0

Run A
Below is a gas-phase ion, C5H9N (charge +1), with properties calculated with ωB97M-V with the def2-TZVPD basis set.

The value obtained for the gap between HOMO and LUMO (spin up / spin down) is 10.1 / 8.2 eV. The molecular weight is 83.13 g mol⁻¹. As for the total charge: +1. The multiplicity is 2. Its expectation value of S² is 0.764.

Each line ends with the Löwdin charge.
Element x y z (Å)
C: -0.33763 -0.02788 -2.61914  -0.05
C: -0.99655 0.67521 -1.42457  -0.22
C: -0.60329 0.00409 -0.15433  0.04
C: 0.54317 0.35599 0.55299  -0.04
N: 1.04480 -0.32452 1.58370  0.11
C: 0.51541 -0.76938 2.63034  0.11
H: -0.61847 -1.07324 -2.72562  0.09
H: 0.74430 -0.02746 -2.47371  0.09
H: -0.57899 0.54121 -3.51194  0.09
H: -2.02295 1.04104 -1.41362  0.13
H: -0.46774 1.63682 -1.33087  0.11
H: -1.18389 -0.89587 0.02774  0.14
H: 1.03110 1.27102 0.22002  0.15
H: 1.14294 -1.36646 3.28734  0.11
H: -0.53294 -0.75266 2.93934  0.13

Run B
Below is a gas-phase ion, C5H9N (charge +1), with properties calculated with ωB97M-V with the def2-TZVPD basis set.

The value obtained for the gap between HOMO and LUMO (spin up / spin down) is 9.4 / 5.4 eV. The molecular weight is 83.13 g mol⁻¹. As for the total charge: +1. The multiplicity is 2. Its expectation value of S² is 0.762.

Each line ends with the Löwdin charge.
Element x y z (Å)
C: -0.27571 -0.63003 -0.11453  0.02
C: -0.48318 -1.52597 -1.07834  -0.09
N: -0.78546 -2.88959 -0.81412  0.16
C: 0.13467 0.79324 -0.47510  -0.14
C: -0.03489 1.89116 0.63239  -0.18
C: 0.81603 2.21765 1.60858  0.02
H: -0.35906 -0.95828 0.91117  0.14
H: -0.37553 -1.35067 -2.20480  0.18
H: -0.27177 -3.61656 -1.42399  0.17
H: -0.80427 -3.15311 0.25347  0.18
H: 1.24718 0.74007 -0.61574  0.15
H: -0.20112 1.28170 -1.44160  0.15
H: -1.00112 2.45368 0.79866  0.12
H: 0.81760 3.20822 1.99581  0.06
H: 1.57664 1.53850 1.96813  0.07

Stability comparison, relative energies in kcal/mol: run A 0.0; run B 8.2